111
Properties=species:S:1:pos:R:3:forces:R:3 method="wB97M-V/def2-TZVPD" largest_force_ha_per_bohr=0.1381 lumo_energy_ev=1.125 e_homo_ev=-4.84 e_above_lowest_kj_mol=110.66 total_charge=-1 homo_lumo_gap_ev=5.97 e_tot_ev=-279792.6378
Ba -0.4771 -1.2801 0.7480 -1.6 6.0 -3.3
O 5.7137 5.2697 -3.1461 0.1 -0.1 -0.1
N 4.8323 5.3673 -2.3212 -0.6 -0.7 0.4
O 4.4194 6.4244 -1.8974 0.0 0.3 0.1
C 4.2007 4.0958 -1.7867 -0.1 1.1 0.0
C 4.8372 2.9729 -2.1233 0.3 -0.6 -0.1
C 4.3669 1.6952 -1.6799 0.4 0.2 -0.3
C 5.0912 0.5205 -1.9582 0.1 0.1 -0.1
C 4.6299 -0.6652 -1.4757 -0.1 -0.1 0.2
C 3.4314 -0.6569 -0.7331 -0.2 -0.2 0.2
N 2.7161 0.4226 -0.4801 0.3 0.1 -0.4
C 3.1859 1.6032 -0.9476 -0.2 -0.1 0.3
C 2.4665 2.8348 -0.6219 -0.1 -0.3 0.1
N 1.3151 2.6822 0.0532 -0.1 0.0 0.0
C 0.6769 3.7448 0.4754 0.0 0.1 -0.1
C 1.1481 5.0474 0.2350 -0.3 -0.1 0.2
C 2.2824 5.2248 -0.5019 0.3 -0.2 -0.2
C 2.9919 4.0927 -0.9757 0.1 0.4 -0.1
H 5.7335 3.0354 -2.7249 0.0 0.0 0.0
H 6.0081 0.5819 -2.5357 0.0 0.0 0.0
H 5.1553 -1.5988 -1.6454 -0.1 0.1 0.0
H 3.0418 -1.5859 -0.3201 0.0 0.1 -0.1
H -0.2492 3.5649 1.0159 0.0 0.0 0.0
H 0.6043 5.9003 0.6250 0.0 -0.1 0.0
H 2.6462 6.2140 -0.7066 0.0 0.1 0.0
C -0.5528 2.3849 -2.9515 -0.1 0.1 0.0
C -1.9071 2.4513 -2.2859 0.1 0.1 -0.1
C -2.5285 3.6646 -2.0104 0.1 0.1 0.0
C -3.7763 3.7030 -1.4046 0.0 -0.1 0.0
C -4.4217 2.5147 -1.0888 -0.1 0.0 0.0
C -3.8383 1.2788 -1.3536 -0.2 -0.1 0.2
C -4.5443 -0.0087 -0.9992 0.0 0.2 0.0
C -2.5713 1.2760 -1.9359 0.1 -0.5 0.0
N -1.8873 0.0381 -2.1405 0.0 0.4 0.3
C -1.9353 -0.5383 -3.2600 0.3 -0.6 -0.1
C -2.7707 -0.0880 -4.4287 0.0 -0.1 -0.1
C -1.0116 -1.7506 -3.4765 -0.3 0.4 -0.1
C -1.2230 -2.5766 -4.7175 -0.1 0.0 -0.1
N -0.0685 -1.9316 -2.6544 0.3 -0.2 -0.1
C 0.9439 -2.9069 -2.9187 -0.3 0.4 0.2
C 2.1469 -2.4293 -3.4424 0.0 0.1 0.0
C 2.2708 -0.9766 -3.8371 0.0 -0.1 0.0
C 3.2056 -3.3193 -3.5861 0.0 0.0 0.0
C 3.0708 -4.6507 -3.2150 -0.1 0.0 0.0
C 1.8558 -5.1021 -2.7150 0.0 0.0 0.0
C 0.7694 -4.2443 -2.5678 0.0 -0.1 0.1
C -0.5460 -4.7293 -2.0140 0.0 -0.1 -0.1
H -0.1185 3.3826 -3.0485 0.0 0.0 0.0
H -0.6183 1.9495 -3.9560 0.0 0.0 0.1
H 0.1344 1.7604 -2.3782 0.0 0.0 0.1
H -2.0179 4.5872 -2.2740 0.0 -0.1 0.0
H -4.2446 4.6557 -1.1786 0.0 -0.1 0.0
H -5.4020 2.5356 -0.6207 0.1 0.0 0.0
H -5.6180 0.1646 -0.8951 0.1 0.0 0.0
H -4.1924 -0.4302 -0.0529 0.1 0.0 -0.1
H -4.3929 -0.7782 -1.7603 0.0 0.0 0.0
H -3.3692 0.7781 -4.1584 0.0 0.0 0.0
H -3.4376 -0.8893 -4.7604 0.1 0.0 0.0
H -2.1332 0.1748 -5.2784 0.0 0.0 0.0
H -2.2070 -3.0569 -4.6932 0.1 0.1 0.0
H -0.4592 -3.3471 -4.7963 0.0 0.0 0.0
H -1.1916 -1.9501 -5.6133 0.0 -0.1 0.1
H 1.6777 -0.7520 -4.7303 0.0 0.0 0.0
H 3.3086 -0.7162 -4.0519 -0.1 -0.1 0.0
H 1.9045 -0.3193 -3.0447 0.0 0.0 0.0
H 4.1487 -2.9543 -3.9841 -0.1 0.0 0.0
H 3.9118 -5.3305 -3.3027 -0.1 0.0 0.0
H 1.7455 -6.1393 -2.4130 0.0 0.1 0.0
H -0.4717 -5.7775 -1.7190 0.0 0.1 0.0
H -1.3487 -4.6458 -2.7543 0.1 0.0 0.0
H -0.8626 -4.1481 -1.1476 0.1 0.1 0.0
Se 1.4517 0.1864 2.5779 0.8 0.6 0.7
P -0.4252 0.7166 3.4139 -0.3 0.6 0.4
Se -2.1318 0.8063 2.0925 -0.7 1.1 0.8
C -0.2858 2.3506 4.2577 0.0 0.1 0.0
C -1.4329 3.0576 4.6194 0.0 0.1 0.1
C -1.3320 4.2884 5.2598 0.1 -0.1 -0.1
C -0.0806 4.8331 5.5359 0.0 -0.1 -0.1
C 1.0641 4.1369 5.1715 -0.1 -0.1 -0.1
C 0.9614 2.8990 4.5353 0.0 0.2 0.1
C -0.8521 -0.4117 4.7969 0.1 -0.1 0.1
C -2.1450 -0.4720 5.3159 0.0 -0.1 0.1
C -2.4301 -1.3129 6.3871 0.1 0.0 -0.1
C -1.4302 -2.1120 6.9359 0.0 0.1 -0.1
C -0.1481 -2.0710 6.4049 0.0 0.1 -0.1
C 0.1402 -1.2224 5.3384 0.0 -0.1 0.2
H -2.4059 2.6501 4.3710 0.0 0.0 0.0
H -2.2327 4.8278 5.5343 0.1 0.0 0.0
H -0.0013 5.7985 6.0252 0.0 -0.1 0.0
H 2.0437 4.5562 5.3742 0.0 0.0 0.0
H 1.8479 2.3523 4.2384 0.0 0.0 0.0
H -2.9326 0.1091 4.8522 0.0 0.0 0.0
H -3.4388 -1.3564 6.7825 0.0 0.0 0.0
H -1.6551 -2.7722 7.7667 0.0 0.0 0.0
H 0.6300 -2.7101 6.8070 0.0 0.0 0.0
H 1.1307 -1.1984 4.8986 0.0 0.0 0.0
O 0.0271 -2.7522 2.5485 0.9 -1.8 0.8
Se 1.3386 -3.3980 1.5422 2.0 -2.3 1.0
O 1.0620 -5.0070 1.5608 0.1 1.0 -0.1
O 1.0438 -2.7394 0.0519 2.6 -2.6 -0.1
O 2.7331 -2.8646 2.1774 -0.9 -0.4 -0.5
N -1.8385 -4.5199 2.2332 -0.3 0.2 -0.1
C -3.1974 -3.9402 2.2748 0.5 -0.3 0.3
C -3.2893 -2.6821 1.4286 0.7 0.0 -0.8
O -4.2270 -1.9285 1.6356 -0.1 -0.1 -0.2
O -2.3205 -2.5421 0.5563 -3.4 -1.6 0.7
H -1.7483 -5.3936 2.7332 -0.1 0.0 0.1
H -0.7140 -3.5140 2.5121 -0.1 0.0 0.3
H -1.5684 -4.6929 1.2716 0.0 -0.1 -0.1
H -3.4373 -3.6458 3.2913 0.0 -0.1 0.2
H -3.9689 -4.6299 1.9338 -0.1 -0.1 -0.1